# 1
Computed, not measured: a molecular structure, C51H44GeN2O8PReSSe, with ωB97M-V/def2-TZVPD.

Geometry as XYZ:
```
110
Properties=species:S:1:pos:R:3:forces:R:3:lowdin_spin:R:1
Re 2.5609 -0.0828 -0.6933 -0.396 0.006 0.285 0.72
C 0.1717 -3.8021 3.6908 0.021 0.006 -0.018 0.00
C 1.4474 -3.5453 4.1816 -0.004 -0.003 0.011 0.00
C 2.2462 -2.5953 3.5685 0.011 -0.010 0.017 0.00
C 1.7727 -1.9084 2.4562 0.076 0.017 -0.011 0.01
C 0.5046 -2.1719 1.9583 0.022 -0.027 -0.015 0.00
C -0.2975 -3.1181 2.5802 -0.004 -0.022 0.006 0.00
P 2.7279 -0.6235 1.6296 0.028 -0.035 0.026 0.04
C 2.7145 0.7473 2.8440 -0.020 -0.008 0.012 0.00
C 3.6905 1.7426 2.7806 0.056 -0.080 0.077 0.00
C 3.6799 2.7956 3.6826 -0.011 -0.009 -0.015 0.00
C 2.6928 2.8691 4.6565 0.003 0.000 -0.005 0.00
C 1.7203 1.8837 4.7247 -0.018 0.005 0.003 0.00
C 1.7307 0.8272 3.8251 -0.041 0.064 -0.057 0.00
C 4.4803 -0.8599 1.2995 0.009 0.137 -0.059 0.02
C 5.6109 -1.2927 1.9732 0.022 -0.025 0.000 0.00
C 6.8357 -1.0993 1.3522 -0.022 -0.001 0.007 0.02
C 6.9176 -0.4616 0.1127 -0.015 0.002 -0.001 0.00
C 5.7789 -0.0192 -0.5432 0.055 -0.045 0.003 0.01
C 4.5300 -0.2350 0.0401 -0.122 -0.048 -0.015 0.00
H -0.4507 -4.5485 4.1688 0.002 0.001 -0.002 0.00
H 1.8203 -4.0927 5.0381 -0.003 0.002 0.002 0.00
H 3.2422 -2.3968 3.9461 -0.007 0.002 0.012 0.00
H 0.1561 -1.6512 1.0726 0.010 -0.009 0.033 0.00
H -1.2808 -3.3301 2.1818 -0.067 -0.024 -0.043 0.00
H 4.4682 1.6852 2.0280 0.003 0.000 -0.004 0.00
H 4.4450 3.5598 3.6237 0.002 -0.004 -0.004 0.00
H 2.6833 3.6926 5.3597 0.001 -0.001 0.000 0.00
H 0.9452 1.9357 5.4786 -0.017 0.002 -0.005 0.00
H 0.9637 0.0664 3.8812 -0.018 0.008 0.013 0.00
H 5.5484 -1.7812 2.9378 0.006 0.004 -0.001 0.00
H 7.7418 -1.4491 1.8317 0.002 0.000 -0.001 0.00
H 7.8885 -0.3328 -0.3506 0.003 0.001 0.004 0.00
H 5.8543 0.4443 -1.5199 -0.002 -0.004 -0.003 0.00
C -2.9965 -1.0093 -4.8585 0.014 0.009 0.008 0.00
C -1.5339 -0.6782 -4.7240 0.005 -0.025 -0.007 0.00
C -0.6473 -1.5953 -4.1663 0.007 -0.001 -0.020 0.00
C 0.6982 -1.2956 -4.0128 -0.005 0.000 -0.026 0.00
C 1.1601 -0.0532 -4.4267 -0.021 -0.005 -0.055 0.00
C 0.3011 0.8679 -5.0111 -0.011 -0.021 0.048 0.00
C -1.0399 0.5500 -5.1561 0.004 0.023 0.011 0.00
S 2.8675 0.3616 -4.2096 -0.008 0.046 0.043 0.00
O 3.6221 -0.8438 -4.3451 -0.018 -0.023 0.020 0.00
O 3.1527 1.4809 -5.0755 -0.014 0.002 -0.016 0.00
N 2.9482 0.8334 -2.6638 -0.017 0.006 0.007 0.00
C 2.9621 2.1136 -2.2079 0.026 -0.007 0.055 0.00
C 3.0390 3.3510 -2.8694 0.020 0.010 -0.022 0.00
C 2.9860 4.4900 -2.1006 -0.001 0.000 -0.013 0.00
C 2.8519 4.4217 -0.7115 0.000 0.018 0.005 0.00
C 2.7844 3.1808 -0.1278 0.039 -0.022 0.010 0.00
N 2.8728 2.0622 -0.8538 -0.044 -0.020 -0.177 0.01
H -3.2641 -1.8557 -4.2256 -0.001 0.001 0.002 0.00
H -3.2484 -1.2642 -5.8906 -0.003 -0.006 0.005 0.00
H -3.6168 -0.1582 -4.5701 -0.001 0.001 -0.008 0.00
H -1.0153 -2.5604 -3.8393 0.005 0.018 0.011 0.00
H 1.3788 -2.0153 -3.5753 0.004 0.000 -0.008 0.00
H 0.6911 1.8195 -5.3469 0.002 0.002 -0.004 0.00
H -1.7165 1.2729 -5.5992 -0.002 -0.003 -0.001 0.00
H 3.1318 3.3803 -3.9420 0.001 -0.007 0.004 0.00
H 3.0365 5.4559 -2.5889 0.002 0.001 0.003 0.00
H 2.7748 5.3118 -0.1047 -0.001 -0.005 0.005 0.00
H 2.6355 3.0513 0.9336 -0.011 0.008 -0.001 0.00
O 2.1622 -4.3658 -1.9232 -0.040 0.046 -0.010 0.01
Se 3.1597 -3.4523 -1.0544 -0.092 -0.078 0.160 0.01
O 4.6400 -3.2256 -1.6203 -0.029 -0.014 -0.035 0.00
O 2.3704 -1.8028 -1.3018 0.430 0.030 -0.222 0.14
O 3.0567 -3.6283 0.5454 -0.023 0.037 -0.022 0.01
O -0.1616 2.4273 0.1880 0.104 0.066 -0.056 0.00
C -0.1862 1.5759 -0.6845 -0.166 -0.124 0.107 0.00
O 0.6339 0.5774 -0.7905 0.202 0.090 -0.066 -0.01
C -1.2409 1.5698 -1.7779 -0.015 0.120 -0.060 0.00
C -2.6654 1.7909 -1.2893 -0.013 0.030 0.041 0.00
Ge -3.3801 0.4931 -0.0024 -0.062 -0.085 0.023 0.00
C -5.3306 0.6383 -0.1818 -0.031 -0.054 0.094 0.00
C -6.1497 1.0145 0.8811 -0.018 -0.022 -0.038 0.00
C -7.5289 1.1018 0.7259 0.017 0.004 0.001 0.00
C -8.1097 0.8073 -0.4982 0.001 -0.001 -0.017 0.00
C -7.3086 0.4238 -1.5666 0.019 0.001 0.006 0.00
C -5.9329 0.3412 -1.4058 -0.018 0.022 0.020 0.00
C -2.9246 -1.3855 -0.3115 0.097 0.022 -0.119 0.00
C -1.7300 -1.8079 -0.9040 -0.053 -0.030 0.185 0.00
C -1.4439 -3.1612 -1.0528 0.025 -0.014 0.020 0.00
C -2.3630 -4.1121 -0.6329 0.003 0.008 0.059 0.00
C -3.5524 -3.7098 -0.0360 0.034 0.017 0.027 0.00
C -3.8225 -2.3582 0.1351 -0.033 -0.032 -0.152 0.00
C -2.9172 0.8994 1.8505 0.112 0.091 -0.046 0.00
C -3.1702 2.1588 2.3942 0.062 -0.008 0.013 0.00
C -2.8272 2.4498 3.7061 -0.015 0.009 -0.005 0.00
C -2.2223 1.4817 4.4977 0.013 -0.007 0.001 0.00
C -1.9570 0.2272 3.9695 0.000 -0.025 -0.031 0.00
C -2.2997 -0.0568 2.6522 -0.081 0.028 0.057 0.00
H -1.1686 0.6449 -2.3435 0.045 -0.039 -0.032 0.00
H -0.9507 2.3703 -2.4682 -0.030 0.010 0.003 0.00
H -3.3441 1.7833 -2.1470 -0.031 -0.004 0.022 0.00
H -2.7706 2.7703 -0.8155 0.067 0.002 0.011 0.00
H -5.7066 1.2371 1.8452 -0.015 0.000 0.005 0.00
H -8.1491 1.3962 1.5639 0.000 0.000 -0.002 0.00
H -9.1839 0.8724 -0.6205 0.001 -0.001 -0.002 0.00
H -7.7572 0.1863 -2.5236 -0.001 -0.001 0.001 0.00
H -5.3201 0.0294 -2.2463 -0.001 -0.005 -0.005 0.00
H -0.9812 -1.0912 -1.2138 0.006 0.015 -0.030 0.00
H -0.4903 -3.4679 -1.4710 0.002 -0.013 -0.017 0.00
H -2.1405 -5.1654 -0.7499 0.003 0.000 -0.005 0.00
H -4.2665 -4.4498 0.3053 -0.001 -0.001 -0.001 0.00
H -4.7548 -2.0576 0.6025 -0.006 -0.004 0.000 0.00
H -3.6292 2.9304 1.7848 0.003 0.009 -0.001 0.00
H -3.0243 3.4350 4.1108 0.000 0.002 -0.001 0.00
H -1.9523 1.7111 5.5217 -0.007 -0.010 0.001 0.00
H -1.4808 -0.5357 4.5756 0.007 0.010 -0.011 0.00
H -2.0845 -1.0384 2.2492 -0.002 0.001 -0.005 0.00
```
Positions in Å, forces in eV/Å.

The charge is -1. As for the multiplicity: 2. As for the total energy: -7977.51022 Eh. Its HOMO-LUMO gap (spin up / spin down) is 7.36 / 6.80 eV. Its highest occupied orbital energy (spin up / spin down) is -5.3 / -5.1 eV. For the relative energy (zero: lowest compared OMol25 entry of this formula, charge and spin), the calculation gives 0.00 kcal per mole.



# 2
Computed, not measured: a molecular structure, C51H44N2O2PtSSi, with ωB97M-V/def2-TZVPD.

Geometry as XYZ:
```
102
Properties=species:S:1:pos:R:3:forces:R:3:lowdin_spin:R:1
Pt 0.3357 -0.2585 0.1993 0.124 0.306 0.263 1.93
O -0.4296 0.9498 -1.2398 -0.229 0.042 0.027 0.40
C -1.5901 1.7280 -1.1749 -0.176 0.138 -0.251 0.03
C -1.4218 2.8176 -0.1131 0.212 -0.033 0.104 0.01
C -1.5258 2.3629 1.3129 0.166 -0.041 0.082 0.01
C -2.2573 3.1275 2.2133 0.011 0.058 0.056 0.01
C -2.3831 2.7086 3.5226 -0.029 0.026 0.021 0.00
C -1.7560 1.5400 3.9076 -0.030 0.055 0.079 0.01
C -1.0038 0.8358 2.9801 -0.014 0.072 -0.083 0.01
C -0.2790 -0.3988 3.3863 -0.082 -0.049 -0.137 0.01
C -0.8823 -1.6502 2.7167 -0.186 0.039 0.051 0.03
O -0.9930 -1.5035 1.3298 0.177 0.046 0.081 0.39
C -0.0378 -2.8877 3.0291 -0.009 -0.017 -0.127 0.00
C 1.1344 -2.8616 3.7725 0.034 -0.013 0.032 0.00
C 1.8726 -4.0265 3.9738 -0.046 0.011 -0.028 0.00
C 1.4462 -5.2262 3.4284 -0.020 0.050 -0.001 0.00
C 0.2727 -5.2587 2.6799 0.019 0.007 0.014 0.00
C -0.4584 -4.1001 2.4857 0.000 -0.076 -0.020 0.00
C -2.3146 -1.8202 3.2576 0.021 -0.013 0.013 0.02
C -3.3985 -1.4129 2.4870 -0.013 -0.035 0.053 0.00
C -4.6911 -1.4944 2.9962 0.074 -0.025 0.031 0.00
C -4.9104 -1.9804 4.2774 0.046 0.001 -0.012 0.00
C -3.8292 -2.3918 5.0491 0.035 0.002 -0.023 0.00
C -2.5395 -2.3149 4.5409 -0.040 0.040 -0.042 0.00
N -0.9062 1.2417 1.7009 -0.049 -0.053 0.211 0.15
C -2.8249 0.8432 -0.9751 0.061 -0.095 -0.042 0.00
C -3.8604 1.1361 -0.0966 -0.153 0.069 -0.057 0.00
C -4.9733 0.3026 -0.0048 0.036 0.093 -0.085 0.00
C -5.0570 -0.8374 -0.7868 0.052 0.020 -0.058 0.00
C -4.0215 -1.1379 -1.6683 -0.097 0.028 0.053 0.00
C -2.9219 -0.3026 -1.7630 -0.018 0.000 -0.009 0.00
C -1.7237 2.4365 -2.5425 0.033 -0.099 0.033 0.01
C -2.8503 3.2030 -2.8321 -0.005 -0.024 -0.001 0.00
C -2.9763 3.8382 -4.0577 0.008 -0.002 0.008 0.00
C -1.9782 3.7100 -5.0169 -0.003 -0.017 0.033 0.00
C -0.8568 2.9450 -4.7363 -0.010 -0.008 0.064 0.00
C -0.7277 2.3108 -3.5037 -0.024 0.059 0.011 0.00
H -2.1340 3.6248 -0.2752 -0.025 0.020 -0.002 0.00
H -0.4209 3.2244 -0.2856 -0.021 0.086 0.009 0.00
H -2.7380 4.0339 1.8682 0.009 -0.013 -0.004 0.00
H -2.9653 3.2835 4.2319 0.002 -0.015 -0.012 0.00
H -1.8374 1.1629 4.9192 0.019 0.013 -0.049 0.00
H -0.3210 -0.5126 4.4688 -0.016 0.023 0.029 0.00
H 0.7599 -0.3079 3.0817 0.057 0.027 0.055 0.00
H 1.4990 -1.9347 4.2004 -0.018 -0.062 -0.026 0.00
H 2.7860 -3.9871 4.5557 -0.022 -0.006 -0.011 0.00
H 2.0222 -6.1304 3.5813 -0.015 0.015 -0.004 0.00
H -0.0692 -6.1910 2.2464 0.012 0.021 0.012 0.00
H -1.3707 -4.1250 1.8987 0.047 0.007 0.037 0.00
H -3.2209 -1.0331 1.4879 -0.015 -0.040 0.088 0.00
H -5.5283 -1.1773 2.3847 0.045 -0.024 0.027 0.00
H -5.9166 -2.0456 4.6729 0.016 0.000 -0.006 0.00
H -3.9915 -2.7809 6.0474 0.003 0.007 -0.025 0.00
H -1.7006 -2.6528 5.1413 -0.027 0.009 -0.015 0.00
H -3.8226 2.0193 0.5295 -0.048 -0.079 -0.086 0.00
H -5.7692 0.5496 0.6885 0.029 0.012 -0.040 0.00
H -5.9225 -1.4860 -0.7159 0.049 0.008 0.003 0.00
H -4.0720 -2.0286 -2.2836 0.003 0.034 0.020 0.00
H -2.1137 -0.5394 -2.4463 -0.076 0.033 0.014 0.00
H -3.6491 3.2868 -2.1017 0.024 -0.008 -0.022 0.00
H -3.8598 4.4286 -4.2687 0.017 -0.017 0.004 0.00
H -2.0798 4.2009 -5.9770 0.006 -0.010 0.024 0.00
H -0.0747 2.8373 -5.4784 -0.013 -0.002 0.023 0.00
H 0.1458 1.7143 -3.2754 -0.018 0.004 -0.036 0.00
S 3.0100 -1.1627 -3.7562 -0.032 -0.046 -0.054 0.01
C 3.8512 0.1807 -3.0522 0.037 0.003 -0.044 0.01
C 5.0130 0.8121 -3.4901 -0.003 0.022 0.009 0.00
C 5.4793 1.8883 -2.7591 -0.024 -0.040 -0.017 0.00
C 4.7973 2.3325 -1.6187 0.007 0.008 -0.015 0.00
C 3.6466 1.7062 -1.1854 -0.010 0.013 0.043 0.00
C 3.1741 0.6102 -1.9073 -0.167 0.012 0.035 0.01
N 2.0294 -0.1246 -1.6296 0.154 -0.104 0.069 0.14
C 1.8176 -1.0607 -2.4895 0.039 -0.096 -0.131 0.01
C 0.6791 -1.9718 -2.3714 0.006 0.019 0.018 0.05
C 0.3429 -2.8535 -3.3968 0.035 -0.049 -0.065 0.01
C -0.7433 -3.7005 -3.2556 0.024 0.008 -0.051 0.00
C -1.4851 -3.6718 -2.0827 0.034 -0.012 0.015 0.01
C -1.1531 -2.7948 -1.0555 0.075 -0.189 -0.094 0.05
C -0.0778 -1.9369 -1.1981 0.005 -0.203 -0.115 0.33
H 5.5322 0.4722 -4.3778 -0.021 0.019 0.040 0.00
H 6.3802 2.3977 -3.0773 -0.022 -0.012 0.013 0.00
H 5.1791 3.1851 -1.0698 -0.013 -0.032 -0.018 0.00
H 3.1147 2.0338 -0.3024 0.022 -0.007 -0.026 0.00
H 0.9304 -2.8698 -4.3092 -0.032 -0.017 0.009 0.00
H -1.0093 -4.3791 -4.0562 0.015 0.009 0.014 0.00
H -2.3348 -4.3345 -1.9642 0.011 0.001 -0.003 0.00
H -1.7360 -2.7733 -0.1471 -0.003 0.012 -0.043 0.01
C 5.4092 1.9284 2.4864 0.086 0.198 -0.093 0.00
Si 4.4605 0.4276 3.0366 -0.024 -0.027 0.048 0.02
C 5.5051 -1.1019 2.9021 0.119 -0.186 -0.040 0.00
C 3.8601 0.6351 4.7895 -0.088 0.019 0.192 0.00
C 2.9970 0.2468 1.9576 -0.087 0.017 -0.226 0.13
C 2.0070 0.1277 1.2515 -0.082 0.059 0.161 0.19
H 6.3069 2.0617 3.0974 -0.036 0.014 -0.041 0.00
H 4.7979 2.8312 2.5759 0.056 -0.042 -0.010 0.00
H 5.7164 1.8276 1.4410 -0.015 0.015 0.076 0.00
H 6.2775 -1.1084 3.6771 -0.017 -0.022 -0.056 0.00
H 5.9956 -1.1629 1.9267 -0.038 -0.014 0.065 0.00
H 4.8865 -1.9958 3.0247 0.060 0.044 0.004 0.00
H 4.6405 1.0618 5.4265 -0.040 -0.044 -0.013 0.00
H 3.5704 -0.3308 5.2160 -0.011 0.083 -0.021 0.00
H 2.9898 1.2972 4.8269 0.079 -0.034 0.018 0.00
```
Positions in Å, forces in eV/Å.

The charge is 0. As for the multiplicity: 5. As for the total energy: -3036.65986 Eh. Its HOMO-LUMO gap (spin up / spin down) is 7.46 / 5.93 eV. Its highest occupied orbital energy (spin up / spin down) is -7.3 / -8.4 eV. For the relative energy (zero: lowest compared OMol25 entry of this formula, charge and spin), the calculation gives 20.30 kcal per mole.



- relative energy (zero: lowest compared OMol25 entry of this formula, charge and spin) of number 1 (C51H44GeN2O8PReSSe)?
  0.00 kcal per mole



- The lowest relative energy (zero: lowest compared OMol25 entry of this formula, charge and spin) belongs to which entry?
  C51H44GeN2O8PReSSe



- What is the formula in the first record?
  C51H44GeN2O8PReSSe